{"formula": "C4H12O3S", "method": "the ωB97M-V functional and the def2-TZVPD basis", "symbols": ["H", "H", "H", "H", "C", "H", "H", "O", "C", "O", "H", "H", "H", "O", "C", "H", "H", "S", "H", "C"], "positions_angstrom": [[1.5643, 5.3005, -2.1277], [-0.3756, -0.1577, 2.1804], [-0.3351, -3.0796, 1.1288], [1.1670, -0.3052, 1.3798], [-2.2809, 0.9289, 0.2447], [1.7475, 6.6464, -1.3978], [0.3786, -0.9141, -0.6591], [-2.5053, 1.1363, 1.4030], [-0.4106, -0.6603, 0.0332], [1.6319, 6.2581, -2.2808], [1.8975, -4.1695, -0.5330], [-1.2044, -1.3720, -0.1910], [-0.8237, 1.0239, -1.3720], [1.8861, -5.1271, -0.6804], [0.1751, -0.7361, 1.4348], [1.3224, -5.4161, 0.0451], [-3.1056, 0.7903, -0.4759], [0.3873, -2.4337, 2.0522], [-0.2274, 1.5247, 0.1194], [-0.8891, 0.7621, -0.3037]], "forces_ev_per_a": [[0.049, 0.535, -0.048], [-0.213, -0.169, -0.248], [-0.112, 0.125, -0.027], [0.253, 0.109, 0.091], [0.250, 0.097, -0.365], [-0.059, -0.221, -0.431], [0.306, -0.175, -0.276], [-0.159, 0.121, 0.394], [0.238, 0.443, -0.463], [0.012, -0.311, 0.480], [0.192, -0.193, -0.183], [-0.193, -0.093, 0.404], [-0.432, -0.651, 0.120], [-0.232, 0.500, 0.269], [-0.257, -0.081, 0.117], [0.048, -0.282, -0.037], [-0.154, -0.044, -0.045], [0.173, -0.192, 0.064], [-0.060, -0.233, 0.517], [0.351, 0.717, -0.336]], "e_homo_ev": -9.444, "smiles": "O=CCCCS.O.O", "orbital_gap_ha": 0.360, "molar_mass_g_mol": 140.2, "energy_ha": -783.47889, "fmax_ev_per_a": 0.866, "e_above_lowest_kcal_mol": 4.6}

{"formula": "C4H12O4", "method": "the ωB97M-V functional and the def2-TZVPD basis", "symbols": ["H", "C", "H", "O", "H", "O", "H", "O", "H", "H", "H", "H", "H", "H", "C", "O", "C", "C", "H", "H"], "positions_angstrom": [[-1.0072, -2.2497, 3.7316], [-0.7141, 1.0973, -1.7720], [-0.8924, -2.4863, 2.2027], [-0.8975, -2.0631, -0.0532], [-1.0975, 0.1474, -1.6896], [-1.3563, 0.6129, 0.8185], [-0.9515, -1.1377, 0.0190], [-1.2763, -1.8568, 2.9142], [1.4222, 2.3961, 1.5777], [0.6661, 1.3145, 2.6278], [-1.7339, -2.2668, -0.2619], [0.2368, 2.8157, -1.1727], [3.6885, -0.4242, -3.3038], [-0.8177, 1.4815, -2.8436], [-0.2797, 1.4690, 0.6735], [3.3709, -1.2575, -3.4109], [-0.1991, 1.8424, -0.7629], [0.5580, 1.7842, 1.6473], [2.6528, -1.4215, -2.6976], [-1.3722, 0.2027, 1.7560]], "forces_ev_per_a": [[0.209, -0.271, 0.857], [0.798, 2.848, -0.860], [-0.962, 1.691, 1.408], [4.587, -0.780, 0.971], [-0.979, -1.983, 0.625], [0.306, -0.889, 2.296], [0.275, 2.287, 0.420], [0.738, -1.150, -2.447], [0.383, 0.775, -1.057], [-1.169, -0.178, -0.195], [-4.874, -1.707, -1.286], [-0.477, -1.214, 1.464], [1.258, 3.821, 0.707], [0.695, -0.308, 1.712], [-0.338, -0.592, -0.825], [-3.265, -4.495, 1.165], [-0.148, 1.040, -2.263], [0.801, -0.449, 1.080], [1.984, 0.677, -1.859], [0.176, 0.876, -1.914]], "e_homo_ev": -8.958, "smiles": "C=CC(=C)O.O.O.O", "orbital_gap_ha": 0.349, "molar_mass_g_mol": 124.1, "energy_ha": -460.48163, "fmax_ev_per_a": 5.676, "e_above_lowest_kcal_mol": 63.4}

{"formula": "C4H12O4", "method": "the ωB97M-V functional and the def2-TZVPD basis", "symbols": ["H", "H", "O", "H", "O", "H", "O", "O", "H", "C", "C", "H", "C", "H", "H", "H", "H", "C", "H", "H"], "positions_angstrom": [[-2.6058, -2.1617, -1.7883], [3.1127, 2.0231, -0.3213], [0.4912, 1.9430, -1.7919], [0.6964, -0.2583, -0.1402], [-1.3601, -0.4753, -2.2434], [-1.7999, -1.9249, 0.4582], [0.7029, 0.4601, 2.4131], [2.4854, 2.3228, 0.3916], [1.5204, 0.6040, 1.8693], [-0.0175, -0.7229, 1.9238], [-1.0553, -1.6305, -0.2610], [-0.0728, 1.1416, -1.4604], [-1.7554, -1.4226, -1.6176], [1.6210, 2.5832, -0.0977], [-0.8561, 0.5072, 0.5181], [-0.9044, -0.7016, 2.4860], [0.5139, -1.6506, 2.2799], [-0.2879, -0.4366, 0.3897], [-0.0518, 2.3224, -2.5571], [-0.3767, -2.5225, -0.4505]], "forces_ev_per_a": [[0.735, 0.878, -0.762], [-1.206, 0.555, 0.948], [-2.482, -1.113, -0.581], [-1.086, -0.037, 0.667], [-1.076, -0.269, -1.437], [-0.457, -0.586, 0.294], [0.442, -0.873, -0.678], [-1.049, 0.044, -1.790], [-1.052, -0.135, 0.567], [2.565, 1.202, -0.653], [0.413, -0.435, -0.337], [1.369, 2.080, -1.183], [1.119, 0.548, 2.690], [2.207, -0.791, 0.829], [0.123, -0.513, -0.877], [-1.495, 0.019, 0.459], [-0.237, 0.631, -1.068], [0.652, -1.199, 0.704], [1.115, -0.904, 1.677], [-0.601, 0.899, 0.532]], "e_homo_ev": -10.100, "smiles": "O=CCCCO.O.O", "orbital_gap_ha": 0.396, "molar_mass_g_mol": 124.1, "energy_ha": -460.51561, "fmax_ev_per_a": 2.965, "e_above_lowest_kcal_mol": 42.1}

{"formula": "C4H12O5", "method": "the ωB97M-V functional and the def2-TZVPD basis", "symbols": ["C", "H", "H", "C", "H", "H", "H", "H", "O", "H", "C", "O", "H", "O", "O", "C", "H", "H", "H", "O", "H"], "positions_angstrom": [[1.6527, -0.6205, 0.2085], [-0.1218, -1.5125, 2.1931], [-2.3007, -2.2539, -2.0146], [-0.4242, 1.9169, -0.5416], [-1.0121, 2.1825, 0.3470], [2.2512, -1.0092, 1.0343], [2.2368, 0.1387, -0.3140], [-0.9773, 2.1696, -1.4408], [-0.8555, -1.1545, -2.5129], [-1.4848, -0.4935, 1.7100], [-0.5939, -1.0023, 1.3527], [-1.3802, -2.2014, -1.7249], [1.4123, -1.4231, -0.4849], [0.7295, 0.9817, 1.6471], [-0.4997, 0.2973, -0.7564], [0.3730, -0.0135, 0.7416], [-0.0121, 1.1798, 2.2293], [1.2805, 2.3498, 0.2091], [-0.1932, -0.3173, -1.8638], [0.8076, 2.5195, -0.6199], [-0.8881, -1.7341, 0.6010]], "forces_ev_per_a": [[-0.184, 0.236, -0.075], [0.073, 0.047, 0.055], [0.176, 0.303, -0.061], [-1.166, -1.483, -2.346], [0.320, -0.528, -0.087], [-0.081, 0.007, 0.016], [-0.024, -0.053, -0.018], [-0.021, 0.419, 0.114], [1.987, 1.972, -1.280], [-0.212, 0.113, 0.019], [0.235, -0.012, -0.213], [0.152, -0.387, 1.095], [0.017, -0.001, -0.014], [-0.512, 0.303, -1.144], [2.699, 5.005, 5.336], [-0.282, -2.500, -0.995], [-0.124, -0.033, 0.042], [-0.103, 0.135, -0.074], [-2.773, -2.841, -0.649], [-0.142, -0.788, 0.260], [-0.036, 0.087, 0.017]], "e_homo_ev": -7.960, "orbital_gap_ha": 0.303, "molar_mass_g_mol": 140.1, "energy_ha": -535.58901, "fmax_ev_per_a": 7.798, "e_above_lowest_kcal_mol": 150.2}

{"formula": "C4H12OP", "method": "the ωB97M-V functional and the def2-TZVPD basis", "symbols": ["C", "H", "H", "O", "P", "H", "H", "C", "H", "H", "H", "H", "H", "H", "H", "C", "H", "C"], "positions_angstrom": [[-0.5755, -0.3722, 0.0397], [2.1660, -0.2320, 0.3629], [0.1996, -2.4540, 0.2551], [0.3390, 0.7267, -0.0148], [-2.1889, 0.4442, -0.3583], [-2.5247, 0.3693, 0.9395], [0.2370, -1.1856, 1.5481], [-0.3048, -1.6144, 0.7922], [-0.8765, 1.5470, 1.3574], [-1.2624, -1.9250, 1.2449], [0.0828, -1.0812, -1.7566], [0.4873, 2.6468, 1.1281], [0.6865, 1.0488, 2.0780], [1.3933, -0.2390, -1.1850], [-2.8668, -0.7791, -0.6144], [1.7137, 0.3294, -0.3362], [2.1939, 1.2226, -0.6949], [0.2098, 1.5231, 1.2038]], "forces_ev_per_a": [[-1.209, -1.353, -5.326], [1.464, -1.668, 2.759], [-0.383, 0.937, 0.638], [1.685, 0.315, 1.829], [0.045, -0.844, -1.512], [-0.903, 0.155, 1.879], [2.003, -0.038, 2.720], [-1.308, -0.493, -1.069], [0.459, 0.100, 0.318], [0.475, -0.167, -0.303], [-1.325, 1.013, 1.926], [0.140, -2.209, -0.581], [0.039, 0.070, -0.662], [1.038, -0.765, -0.795], [0.169, 0.176, -0.103], [-1.855, 2.078, -3.535], [0.447, 0.304, 0.395], [-0.980, 2.390, 1.421]], "e_homo_ev": [-13.566, -14.098], "orbital_gap_ha": [0.320, 0.340], "molar_mass_g_mol": 107.1, "total_charge": 1, "energy_ha": -575.66828, "fmax_ev_per_a": 5.627, "e_above_lowest_kcal_mol": 120.6}

{"formula": "C4H12OS", "method": "the ωB97M-V functional and the def2-TZVPD basis", "symbols": ["H", "H", "H", "H", "H", "H", "O", "C", "H", "C", "H", "C", "C", "H", "S", "H", "H", "H"], "positions_angstrom": [[-0.5088, -4.5574, -2.1997], [-1.6998, 2.2187, 0.1417], [-2.0293, -5.1162, -2.2275], [1.8360, 1.3058, 0.0403], [1.5415, -1.0192, 0.6460], [0.4698, 1.6438, -1.9807], [-1.2279, -4.8961, -2.7477], [-0.0213, 1.3789, -1.0462], [-2.2224, 1.4098, -1.3207], [0.8091, 1.6650, 0.1900], [0.9015, 2.7496, 0.3090], [1.3980, -0.6934, 1.6766], [-1.4201, 2.0171, -0.8892], [-1.5428, 2.9389, -1.4715], [0.3430, 0.8374, 1.7013], [2.3025, -0.4740, 2.2368], [-0.2216, 0.3091, -1.0636], [0.8595, -1.4668, 2.2276]], "forces_ev_per_a": [[-0.287, 0.102, 0.647], [0.164, -0.059, 0.133], [1.063, 0.477, 0.123], [-0.060, 0.243, -0.230], [0.190, -0.053, 0.094], [0.083, 0.212, 0.051], [-0.755, -0.530, -0.752], [-1.539, -0.524, 0.876], [0.207, -0.354, 0.203], [1.706, 0.023, -0.876], [-0.163, -0.087, 0.439], [-0.729, 0.767, 0.140], [-0.397, 0.342, -1.152], [0.381, 0.224, 0.318], [-0.440, -0.531, 0.669], [0.307, -0.079, -0.325], [0.370, -0.250, -0.204], [-0.102, 0.079, -0.155]], "spin_multiplicity": 2, "e_homo_ev": [1.102, -5.504], "orbital_gap_ha": [0.079, 0.322], "molar_mass_g_mol": 108.2, "total_charge": -1, "energy_ha": -632.96494, "fmax_ev_per_a": 1.918, "e_above_lowest_kcal_mol": 3.9, "s_squared": 0.750}